The following is a DFT calculation (ωB97M-V with the def2-TZVPD basis set) of a 6-piece molecular cluster, C43H81F3N7OS2 overall in a non-equilibrium geometry.

Geometry as XYZ:
```
137
C43H81F3N7OS2, DFT ωB97M-V with the def2-TZVPD basis set
S 5.212 0.209 -2.597
S 7.009 -2.071 -2.016
F 2.106 1.908 -6.254
F 2.140 -0.261 -6.224
F 3.005 0.810 -7.878
O 4.625 2.130 -5.571
N -7.549 3.529 7.214
N -1.344 -0.246 3.387
N 2.041 4.187 0.612
N -3.833 -1.163 -4.675
N 4.940 -1.417 -6.619
N 4.434 -1.752 -1.032
N -4.705 -2.588 6.979
C 4.022 3.670 -1.014
C 5.119 -2.103 -5.289
C 1.447 -2.803 -2.815
C 5.364 5.714 -0.299
C -1.929 -0.642 6.790
C -10.675 3.551 8.713
C 5.420 -1.238 -1.836
C 4.167 0.821 -5.781
C -2.917 -0.963 -5.343
C 1.683 0.157 2.353
C 2.925 3.965 -0.093
C -1.049 0.581 7.027
C -10.937 4.868 7.992
C -7.222 0.050 7.758
C -9.230 3.421 9.211
C 6.737 -2.955 -3.579
C -6.938 -1.716 5.941
C -1.422 -1.539 5.658
C -1.736 -0.696 -6.161
C -5.693 -2.222 6.515
C 0.240 0.339 0.227
C -1.088 -2.792 -2.943
C 3.115 -0.384 2.362
C 0.142 -3.389 -2.256
C 2.838 0.858 -6.546
C 3.322 -1.449 1.256
C -2.892 -1.474 -1.642
C -1.516 0.809 -6.361
C -2.376 -2.844 -2.099
C 1.368 0.952 1.075
C -0.555 1.955 -1.605
C 2.667 -3.688 -2.563
C -1.382 -0.828 4.381
C -2.679 1.489 -7.072
C 5.228 0.058 -6.565
C 4.452 -3.215 -0.823
C -7.142 -0.230 6.264
C 0.314 0.746 -1.253
C -8.274 3.474 8.108
C 6.551 -2.039 -4.800
C 4.339 -0.949 0.250
C 5.362 4.202 -0.490
C 3.041 -3.750 -1.062
H -2.562 -0.688 -2.316
H 6.145 3.921 -1.198
H -6.327 0.350 5.828
H 1.053 1.948 1.379
H 6.202 0.214 -6.112
H 4.056 0.057 -0.049
H -6.294 -0.222 8.265
H -3.161 -3.313 -2.691
H -3.597 1.412 -6.489
H -11.341 3.463 9.572
H -0.023 -0.098 -1.854
H 6.861 -1.034 -4.524
H -1.866 -1.195 -7.122
H -0.600 0.948 -6.939
H -9.087 2.475 9.736
H -1.264 -3.284 -3.902
H 0.063 -3.170 -1.189
H -10.724 5.720 8.640
H -8.060 0.103 5.779
H 3.510 -3.244 -3.108
H 3.692 -2.368 1.710
H 2.983 -4.779 -0.707
H 5.137 6.230 -1.234
H -2.580 -1.232 -0.625
H -2.948 -0.326 6.565
H 2.513 -4.690 -2.965
H 4.071 2.587 -1.152
H 1.544 0.776 3.237
H -2.472 2.548 -7.221
H 1.347 0.964 -1.541
H 3.788 0.457 2.166
H -0.749 1.993 -2.680
H -0.024 0.290 7.265
H -8.991 4.227 9.907
H 5.100 2.163 -4.732
H -1.980 -1.242 7.698
H -1.023 1.230 6.150
H -10.901 2.716 8.047
H 0.310 -0.749 0.291
H 2.325 -3.157 -0.505
H 5.859 -3.595 -3.480
H -3.980 -1.455 -1.645
H -11.980 4.934 7.683
H 5.104 -3.699 -1.542
H 6.340 6.056 0.045
H 2.364 -1.625 0.777
H -2.221 -3.490 -1.233
H -2.859 1.040 -8.050
H 7.214 -2.364 -5.610
H 5.283 0.435 -7.584
H -0.416 -1.901 5.877
H 3.945 0.343 -4.826
H 1.000 -0.688 2.425
H -0.855 -1.747 -3.163
H 5.552 -1.858 -7.304
H 5.597 3.712 0.457
H 2.253 1.098 0.450
H 4.402 -1.661 -4.601
H -1.354 1.280 -5.389
H -10.321 4.960 7.097
H 1.635 -1.836 -2.346
H -0.876 -1.147 -5.661
H 7.583 -3.628 -3.692
H 3.383 -0.781 3.340
H 3.968 -1.547 -6.910
H 0.169 -4.475 -2.375
H 4.825 -3.145 -5.417
H 4.627 6.019 0.444
H -0.060 2.889 -1.337
H 1.303 -2.671 -3.892
H -0.712 0.664 0.641
H 3.783 4.122 -1.979
H -6.903 -1.875 4.863
H -7.762 -2.311 6.339
H -2.075 -2.406 5.545
H -7.393 1.114 7.918
H 4.827 -3.486 0.165
H 5.331 -0.883 0.705
H -1.525 1.902 -1.113
H -1.432 1.170 7.860
H -8.037 -0.512 8.222
```

## Properties
LUMO	-3.41	eV
charge	+1
maximum force	1.80	eV/Å